Here is a molecular structure, C20H43FN2Nb at a distorted geometry from OMol25. Energies are from wB97M-V/def2-TZVPD.

The geometry in XYZ format:
```
67
Properties=species:S:1:pos:R:3:nbo_charge:R:1
C 1.36 -3.04 5.93 -0.33
C 1.53 -1.94 5.46 0.03
C 1.77 -0.44 5.07 -0.47
C 0.43 0.31 4.65 -0.40
C 0.03 0.09 3.11 -0.88
Nb -1.82 1.43 2.74 1.98
N -1.85 1.03 0.65 -1.22
N -3.02 -0.34 3.02 -1.20
C -3.68 2.77 2.53 -0.92
C -4.63 2.51 3.75 0.03
F -5.86 3.30 3.65 -0.44
C -0.37 3.17 2.56 -0.92
C -0.08 3.68 1.08 -0.40
C 1.32 3.14 0.50 -0.40
C 1.42 3.21 -1.08 -0.40
C 0.36 2.33 -1.86 -0.40
C 0.49 0.79 -1.50 -0.41
C 1.75 0.06 -2.15 -0.40
C 1.20 -0.90 -3.30 -0.40
C 2.41 -1.73 -3.92 -0.41
C 2.05 -3.28 -3.89 -0.40
C 1.39 -3.67 -5.29 -0.40
C 0.08 -4.55 -5.19 -0.41
C 0.12 -5.73 -6.28 -0.62
H 1.32 -3.91 6.63 0.24
H 2.57 -0.34 4.29 0.23
H 2.16 0.09 6.00 0.22
H -0.47 0.01 5.27 0.22
H 0.60 1.42 4.83 0.21
H -0.17 -1.00 2.87 0.20
H 0.91 0.53 2.52 0.19
H -1.95 1.68 4.56 -0.39
H -2.52 0.25 0.51 0.37
H -2.28 1.80 0.10 0.37
H -2.68 -1.00 2.29 0.35
H -2.70 -0.77 3.91 0.37
H -3.32 3.85 2.54 0.22
H -4.19 2.48 1.57 0.21
H -4.96 1.43 3.79 0.18
H -4.10 2.76 4.72 0.17
H 0.62 2.83 2.99 0.21
H -0.75 4.05 3.19 0.22
H 0.07 4.81 1.16 0.18
H -0.93 3.54 0.36 0.19
H 2.10 3.87 0.90 0.20
H 1.57 2.11 0.88 0.21
H 2.45 2.79 -1.35 0.19
H 1.40 4.25 -1.50 0.20
H 0.41 2.48 -2.98 0.19
H -0.69 2.64 -1.56 0.21
H 0.56 0.69 -0.38 0.24
H -0.44 0.23 -1.81 0.21
H 2.19 -0.60 -1.35 0.20
H 2.56 0.76 -2.50 0.20
H 0.65 -0.25 -4.04 0.20
H 0.48 -1.61 -2.78 0.20
H 2.63 -1.36 -4.96 0.20
H 3.30 -1.56 -3.23 0.20
H 1.35 -3.56 -3.05 0.20
H 3.01 -3.86 -3.73 0.20
H 2.18 -4.17 -5.93 0.20
H 1.13 -2.69 -5.82 0.20
H -0.82 -3.90 -5.41 0.20
H -0.05 -4.92 -4.14 0.20
H -0.20 -6.68 -5.76 0.21
H 1.16 -5.88 -6.70 0.20
H -0.55 -5.45 -7.13 0.21
```

Its orbital gap is 6.96 eV. The net charge is -1.

---

Here is 5 unconnected molecules or ions with the total composition C5H18NO6 at a distorted geometry from OMol25. Energies are from wB97M-V/def2-TZVPD.

The geometry in XYZ format:
```
30
Properties=species:S:1:pos:R:3:nbo_charge:R:1
C 0.51 -0.77 3.05 -0.62
C 1.16 -1.03 1.69 -0.21
N 0.20 -1.01 0.66 -0.46
C -0.71 -2.20 0.50 -0.42
C 0.75 -0.64 -0.68 -0.32
C -0.19 0.43 -1.35 0.78
O -0.69 1.21 -0.50 -0.83
O -0.30 0.39 -2.57 -0.74
H 0.09 -1.63 3.39 0.19
H 1.03 -0.35 3.90 0.20
H -0.29 -0.03 2.92 0.22
H 1.83 -1.81 1.74 0.15
H 1.96 -0.28 1.56 0.19
H -0.81 -2.70 1.58 0.18
H -1.76 -1.88 0.42 0.22
H -0.35 -2.95 -0.24 0.18
H 1.81 -0.27 -0.66 0.19
H 0.83 -1.61 -1.28 0.15
H 2.68 -2.43 -1.23 0.46
H 3.26 -1.12 -1.44 0.47
O 3.50 -2.01 -1.35 -0.93
H -2.09 0.81 1.13 0.50
H -3.25 1.71 0.57 0.48
O -2.86 1.41 1.36 -0.98
H 1.99 2.60 1.16 0.45
H 0.78 2.62 0.31 0.49
O 1.63 2.91 0.29 -0.94
H -2.27 1.28 -0.96 0.48
H -2.45 0.82 -2.31 0.48
O -2.97 1.04 -1.54 -1.01
```

Its orbital gap is 8.33 eV. Its energy above the lowest of the compared OMol25 structures with the same formula, charge and spin is 71.6 kcal per mole. The net charge is -1.